Computed, not measured: a molecular structure, C5H13NO2, with wB97M-V/def2-TZVPD.

- net charge = 0
- multiplicity = 1
- LUMO (eV) = 0.96
- calculated total energy (Ha) = -403.4137
- HOMO level (eV) = -9.7
- energy above the lowest of the compared OMol25 structures with the same formula, charge and spin (kJ/mol) = 427.7
- gap between HOMO and LUMO (eV) = 10.6

Element x y z (Å)
C  -1.984  1.110  0.076
C  -2.940  2.197  -0.393
O  -0.769  1.720  0.399
O  -1.818  0.099  -0.906
H  -1.433  0.513  -1.690
H  -0.201  1.071  0.848
H  -2.391  0.571  0.943
H  -3.103  2.916  0.406
H  -2.508  2.724  -1.243
H  -3.887  1.753  -0.692
C  2.925  -0.466  0.723
C  3.302  -1.494  -0.051
C  -0.130  -1.630  0.608
N  0.360  -0.842  1.302
H  2.823  0.533  0.327
H  2.827  -0.547  1.793
H  0.900  -2.262  -1.056
H  -0.983  -2.124  0.200
H  3.593  -2.434  0.401
H  3.711  -1.328  -1.038
H  1.705  -2.082  -0.956

natural (NBO) atomic charge list, values in e, 8 entries: 0.368, -0.642, -0.738, -0.744, 0.471, 0.498, 0.139, 0.222

---

Computed, not measured: 8 unconnected molecules or ions with the total composition C60H120F12N4O8, with wB97M-V/def2-TZVPD.

- net charge = 0
- multiplicity = 1
- LUMO (eV) = -0.47
- calculated total energy (Ha) = -4376.8848
- HOMO level (eV) = -5.9
- energy above the lowest of the compared OMol25 structures with the same formula, charge and spin (kJ/mol) = 525.8
- gap between HOMO and LUMO (eV) = 5.4

Element x y z (Å)
C  9.093  -23.128  -6.708
C  9.058  -21.795  -5.960
C  10.133  -21.598  -4.871
C  9.588  -20.390  -4.113
N  10.379  -20.130  -2.796
C  9.913  -18.877  -2.064
C  10.000  -19.158  -0.504
C  10.507  -20.561  -0.386
C  10.152  -21.219  -1.699
C  11.908  -19.996  -3.020
C  12.372  -19.079  -4.228
C  13.860  -18.892  -4.340
H  9.872  -23.052  -7.467
H  8.197  -23.313  -7.302
H  9.340  -23.975  -6.069
H  8.078  -21.820  -5.483
H  9.076  -20.992  -6.698
H  11.133  -21.492  -5.290
H  10.086  -22.512  -4.279
H  8.532  -20.411  -3.844
H  9.670  -19.453  -4.664
H  10.546  -18.041  -2.360
H  8.896  -18.677  -2.400
H  10.715  -18.454  -0.077
H  9.017  -19.027  -0.051
H  11.568  -20.539  -0.137
H  9.869  -20.872  0.441
H  10.572  -22.198  -1.929
H  9.115  -21.552  -1.656
H  12.418  -20.925  -3.275
H  12.366  -19.747  -2.063
H  11.978  -18.075  -4.067
H  12.071  -19.345  -5.241
H  14.255  -18.207  -3.590
H  14.022  -18.375  -5.286
H  14.493  -19.764  -4.175
C  15.059  -15.356  5.742
C  13.964  -15.678  4.664
C  12.710  -15.951  5.306
C  12.026  -14.625  5.831
N  10.562  -14.795  6.345
C  9.512  -14.858  5.245
C  8.819  -13.579  5.044
C  9.621  -12.618  5.990
C  10.173  -13.539  7.082
C  10.337  -16.092  7.217
C  11.264  -16.120  8.428
C  10.899  -17.333  9.333
H  15.938  -15.156  5.130
H  15.299  -16.301  6.231
H  14.948  -14.538  6.453
H  14.235  -16.519  4.025
H  13.875  -14.809  4.011
H  12.832  -16.734  6.054
H  12.041  -16.429  4.591
H  11.880  -13.812  5.120
H  12.590  -14.194  6.657
H  8.829  -15.700  5.357
H  10.163  -15.047  4.392
H  7.738  -13.512  5.165
H  8.958  -13.312  3.996
H  8.973  -11.948  6.556
H  10.468  -12.083  5.560
H  9.406  -13.892  7.773
H  11.035  -13.146  7.620
H  10.625  -16.958  6.621
H  9.314  -16.164  7.589
H  11.246  -15.198  9.009
H  12.283  -16.351  8.116
H  11.777  -17.476  9.963
H  10.979  -18.216  8.699
H  9.942  -17.205  9.838
C  3.535  -8.655  2.925
C  3.779  -9.873  2.076
C  5.018  -9.656  1.120
C  5.821  -10.946  0.899
N  7.279  -10.673  0.306
C  8.003  -12.000  0.047
C  8.914  -11.816  -1.118
C  8.390  -10.623  -1.861
C  7.214  -10.041  -1.079
C  8.205  -9.873  1.284
C  8.280  -10.358  2.764
C  9.518  -9.750  3.512
H  2.600  -8.773  3.474
H  3.431  -7.843  2.206
H  4.437  -8.402  3.483
H  2.887  -10.182  1.531
H  3.995  -10.765  2.663
H  5.687  -8.920  1.566
H  4.621  -9.266  0.183
H  5.362  -11.640  0.195
H  5.820  -11.587  1.780
H  8.496  -12.424  0.921
H  7.187  -12.572  -0.395
H  9.942  -11.515  -0.915
H  8.902  -12.768  -1.649
H  9.166  -9.876  -2.030
H  8.096  -10.813  -2.893
H  7.227  -8.968  -0.885
H  6.223  -10.320  -1.438
H  7.957  -8.813  1.345
H  9.201  -9.775  0.853
H  8.464  -11.430  2.704
H  7.320  -10.279  3.274
H  10.309  -10.274  2.974
H  9.689  -10.082  4.536
H  9.549  -8.672  3.357
C  12.932  -4.959  3.866
C  11.910  -6.056  3.718
C  12.697  -7.367  3.366
C  13.601  -7.674  4.469
N  14.075  -9.145  4.501
C  12.971  -10.123  5.134
C  13.795  -11.280  5.784
C  15.188  -10.672  6.140
C  15.364  -9.337  5.418
C  14.446  -9.755  3.060
C  15.591  -9.066  2.350
C  15.647  -9.276  0.804
H  12.382  -4.029  4.014
H  13.631  -4.759  3.054
H  13.644  -5.105  4.678
H  11.296  -5.868  2.838
H  11.274  -6.087  4.603
H  13.234  -7.301  2.420
H  11.858  -8.008  3.094
H  13.247  -7.394  5.461
H  14.490  -7.046  4.394
H  12.223  -10.277  4.356
H  12.624  -9.564  6.003
H  13.872  -12.129  5.106
H  13.379  -11.776  6.660
H  15.921  -11.405  5.802
H  15.409  -10.538  7.199
H  16.264  -9.334  4.802
H  15.499  -8.514  6.121
H  13.629  -9.727  2.339
H  14.575  -10.810  3.304
H  16.515  -9.610  2.542
H  15.643  -8.005  2.593
H  15.702  -10.334  0.544
H  16.421  -8.671  0.332
H  14.701  -9.048  0.313
C  10.099  -15.626  -4.290
O  9.242  -14.639  -4.807
O  9.946  -16.743  -5.112
C  11.546  -15.041  -3.811
F  11.360  -13.944  -3.060
F  12.155  -15.944  -2.946
F  12.392  -14.733  -4.759
C  9.551  -13.797  -5.945
C  8.475  -12.816  -6.123
H  7.804  -13.378  -6.772
H  7.938  -12.444  -5.250
H  8.772  -11.889  -6.613
H  9.789  -14.315  -6.874
H  10.434  -13.186  -5.760
H  9.575  -15.897  -3.373
C  12.099  -6.810  -0.878
O  12.888  -7.859  -1.648
O  12.157  -5.691  -1.636
C  10.783  -7.348  -0.209
F  9.945  -7.963  -1.094
F  11.110  -8.256  0.702
F  10.106  -6.324  0.467
C  12.504  -9.259  -1.652
C  13.421  -10.019  -2.603
H  12.928  -10.865  -3.083
H  13.846  -9.360  -3.359
H  14.371  -10.297  -2.146
H  11.505  -9.524  -1.998
H  12.610  -9.693  -0.658
H  12.803  -6.746  -0.048
C  11.991  -12.730  1.754
O  10.731  -13.222  1.185
O  11.781  -12.342  3.068
C  13.289  -13.437  1.130
F  14.411  -12.953  1.657
F  13.421  -14.693  1.407
F  13.408  -13.508  -0.220
C  10.376  -14.576  1.377
C  10.179  -15.353  0.039
H  9.410  -16.111  0.188
H  9.741  -14.675  -0.694
H  11.073  -15.863  -0.320
H  9.334  -14.485  1.687
H  10.838  -15.180  2.158
H  12.143  -11.756  1.290
C  6.441  -17.943  4.544
O  7.812  -18.335  4.696
O  5.920  -18.116  5.824
C  6.353  -16.510  3.818
F  7.409  -16.268  3.113
F  5.307  -16.345  3.019
F  6.280  -15.492  4.709
C  8.574  -18.803  3.563
C  10.118  -18.899  3.726
H  10.713  -17.986  3.719
H  10.389  -19.563  4.547
H  10.521  -19.379  2.834
H  8.550  -18.082  2.746
H  8.297  -19.801  3.222
H  6.113  -18.793  3.946

Mulliken atomic charge list, values in e, 8 entries: -1.360, -0.445, -0.156, -1.316, 0.663, 0.145, -0.051, -0.871

---

Computed, not measured: 2 unconnected molecules or ions with the total composition C10H18BN3O6P, with wB97M-V/def2-TZVPD.

- net charge = +1
- multiplicity = 1
- LUMO (eV) = -5.24
- calculated total energy (Ha) = -1373.4862
- HOMO level (eV) = -12.3
- gap between HOMO and LUMO (eV) = 7.1

Element x y z (Å)
C  1.798  3.309  3.089
B  1.888  1.689  2.936
O  2.557  0.913  3.964
C  1.194  0.970  1.654
C  -0.151  0.173  1.844
C  -0.855  -0.006  3.264
O  -1.712  0.845  3.619
O  -0.617  -1.099  4.151
C  -0.796  -0.499  0.607
C  -0.098  -0.311  -0.759
N  1.128  0.426  -0.873
C  1.829  1.056  0.250
P  3.456  1.909  -0.190
N  3.153  3.424  -0.613
O  4.126  0.986  -1.479
O  4.610  1.874  1.070
H  0.923  3.643  2.405
H  1.531  3.660  4.152
H  2.725  3.866  2.713
H  2.960  1.548  4.609
H  0.188  -1.598  3.873
H  -1.745  -1.127  0.630
H  -0.547  -0.761  -1.715
H  1.534  0.510  -1.827
H  3.676  4.088  -0.023
H  4.074  0.039  -1.171
H  5.158  2.694  0.978
C  -2.209  -2.419  -2.363
O  -2.039  -2.603  -1.166
N  -3.364  -2.654  -3.037
C  -3.490  -2.411  -4.461
C  -4.511  -3.165  -2.308
H  -1.403  -2.033  -3.011
H  -4.282  -1.677  -4.628
H  -3.749  -3.347  -4.961
H  -2.556  -2.029  -4.878
H  -4.776  -2.459  -1.518
H  -4.245  -4.121  -1.848
H  -5.360  -3.303  -2.977

natural (NBO) atomic charge list, values in e, 8 entries: -1.037, 1.003, -0.862, -0.295, -0.002, 0.730, -0.485, -0.638

---

Computed, not measured: a gas-phase ion, C2H5N2O2 (charge +1), with wB97M-V/def2-TZVPD.

- net charge = +1
- multiplicity = 1
- LUMO (alpha / beta) (eV) = -8.25 / -7.11
- calculated total energy (Ha) = -338.6478
- HOMO level (alpha / beta) (eV) = -14.6 / -15.8
- energy above the lowest of the compared OMol25 structures with the same formula, charge and spin (kJ/mol) = 681.3
- gap between HOMO and LUMO (alpha / beta) (eV) = 6.4 / 8.7

Element x y z (Å)
C  -1.211  -0.028  1.051
C  -0.414  -0.638  0.036
N  0.431  1.400  -0.155
N  0.731  0.163  -0.375
O  1.085  2.338  -0.417
O  1.795  -0.476  -0.976
H  -2.360  -0.384  1.118
H  -0.939  0.386  2.079
H  0.161  -1.507  0.405
H  -1.096  -0.858  -0.823
H  1.816  -0.398  -1.943

natural (NBO) atomic charge list, values in e, 8 entries: 0.024, -0.404, 0.323, 0.076, -0.163, -0.485, 0.263, 0.257